A structure of composition C20H21N6OReS3, computed with ωB97M-V/def2-TZVPD.

Structure (XYZ):
```
52
Properties=species:S:1:pos:R:3:forces:R:3:nbo_charge:R:1
Re -0.16371 0.34674 0.49618 0.6 0.0 -0.2 0.708
O -0.26521 -2.72683 -2.16632 -0.1 0.1 0.0 -0.638
C -0.51895 -1.72699 -1.50634 0.1 -0.1 0.0 0.646
N -0.24933 -1.53573 -0.19720 -0.1 0.0 0.1 -0.663
C 0.32458 -2.60878 0.58259 0.0 0.0 0.0 -0.270
C 0.52183 -2.13018 1.99620 0.0 0.1 0.0 0.250
C 0.78510 -3.02914 3.01900 0.0 0.0 0.0 -0.237
C 0.93803 -2.56894 4.31081 0.0 0.0 0.0 -0.124
C 0.80814 -1.20914 4.55739 0.0 0.0 0.0 -0.250
C 0.54030 -0.36926 3.50121 0.1 0.0 -0.1 0.082
N 0.41536 -0.80262 2.23203 -0.2 -0.1 0.2 -0.499
C -1.13831 -0.49467 -2.12622 0.1 -0.1 0.0 0.095
C -1.65412 -0.51855 -3.40407 0.0 0.0 0.0 -0.210
C -2.19644 0.64551 -3.93049 0.0 0.0 0.0 -0.151
C -2.19949 1.79061 -3.15240 0.0 0.0 0.0 -0.232
C -1.66248 1.73892 -1.87724 0.0 0.1 0.0 0.071
N -1.13680 0.62082 -1.36378 -0.2 0.0 0.0 -0.436
H 1.29129 -2.92363 0.18094 0.1 0.0 -0.1 0.222
H -0.31121 -3.49897 0.57891 0.0 0.0 0.0 0.231
H 0.85635 -4.08444 2.79212 0.0 0.0 0.0 0.235
H 1.14307 -3.25838 5.11860 0.0 0.0 0.0 0.235
H 0.90855 -0.80626 5.55464 0.0 0.0 0.0 0.239
H 0.42922 0.69485 3.64791 0.0 0.0 0.0 0.214
H -1.61846 -1.44854 -3.95554 0.0 0.0 0.0 0.252
H -2.61308 0.65801 -4.92850 0.0 0.0 0.0 0.234
H -2.60688 2.71981 -3.52374 0.0 0.0 0.0 0.240
H -1.62349 2.61026 -1.23836 0.0 0.0 0.0 0.224
N -2.96018 1.82435 1.19766 0.0 0.0 0.0 -0.790
C -1.98893 2.48555 1.89299 0.0 0.0 0.0 0.399
C -2.34599 3.54013 2.74756 0.0 0.0 0.0 -0.285
C -1.36844 4.24372 3.40075 0.0 0.0 0.0 -0.126
C -0.03367 3.88891 3.20273 0.0 0.0 0.0 -0.295
C 0.23826 2.83848 2.36683 0.1 0.0 0.0 0.065
N -0.70492 2.12407 1.70874 -0.2 0.0 -0.1 -0.518
H -3.91643 1.94226 1.48151 0.0 0.0 0.0 0.405
H -2.72731 0.96992 0.71498 0.0 0.0 0.0 0.399
H -3.39146 3.78946 2.86726 0.0 0.0 0.0 0.226
H -1.63319 5.06227 4.05632 0.0 0.0 0.0 0.232
H 0.77522 4.41544 3.68624 0.0 0.0 0.0 0.238
H 1.25855 2.52515 2.19083 0.0 0.0 0.0 0.220
S 1.65431 1.38579 -0.18905 -0.2 -0.3 0.7 -0.154
S 1.81010 1.42170 -2.44927 0.0 -0.2 -0.6 0.092
C 2.26180 -0.19842 -2.73597 0.0 0.4 0.4 -0.030
N 2.13733 -0.75957 -3.91302 -0.1 -0.1 -0.3 -0.538
C 2.49123 -2.17157 -4.06804 0.0 0.1 0.0 -0.228
C 3.16312 -2.60113 -2.75883 0.0 -0.1 0.1 -0.544
S 2.95409 -1.24436 -1.54793 0.0 0.0 -0.1 0.389
H 1.65398 -0.26361 -4.64897 0.1 0.0 0.0 0.428
H 3.17187 -2.28011 -4.91130 -0.1 0.0 0.0 0.223
H 1.57964 -2.73674 -4.25473 0.0 -0.1 0.0 0.236
H 4.22564 -2.79431 -2.88485 0.0 0.1 0.0 0.238
H 2.69153 -3.49181 -2.35076 0.0 0.0 0.0 0.251
```
Forces are in eV/Å.

Computed properties:
* ⟨S²⟩: 0.772
* total charge: +1
* electronic energy: -2451.22860 hartree
* 2S+1: 2



An isolated molecule of C20H21NO2, computed with ωB97M-V/def2-TZVPD.

Structure (XYZ):
```
44
Properties=species:S:1:pos:R:3:forces:R:3:nbo_charge:R:1
O -0.30667 -0.21698 -0.94793 0.0 -0.2 0.0 -0.531
C -0.08687 -1.29782 -0.45120 -0.3 -0.2 0.1 0.573
C -1.22130 -2.21904 -0.01819 -0.2 0.4 -0.1 -0.528
C -2.53981 -1.50743 -0.12415 0.0 -0.1 0.0 -0.017
C -3.30204 -1.58988 -1.28080 0.0 0.0 0.1 -0.156
C -4.49183 -0.89197 -1.38816 -0.1 0.0 -0.1 -0.217
C -4.92914 -0.09877 -0.34157 -0.1 0.1 0.0 -0.221
C -4.17083 -0.00554 0.81287 0.0 0.1 0.1 -0.192
C -2.98265 -0.70533 0.91961 0.0 -0.1 0.0 -0.220
C 1.29658 -1.76877 -0.19784 0.6 0.2 0.0 -0.102
C 1.59064 -3.04030 0.29611 -0.1 0.2 -0.1 -0.181
C 2.89702 -3.41689 0.54007 0.1 -0.1 0.0 -0.223
C 3.93418 -2.53004 0.29542 -0.1 0.0 0.0 -0.176
C 3.66011 -1.27093 -0.20710 -0.1 0.1 0.0 -0.189
C 2.35057 -0.87990 -0.45343 -0.1 -0.4 -0.1 -0.078
C 2.12984 0.44395 -1.13758 0.4 0.1 0.0 0.697
O 2.25503 0.51224 -2.34604 0.0 -0.1 -0.2 -0.621
N 1.95246 1.51962 -0.34332 0.2 0.2 0.1 -0.440
C 1.73876 1.47343 1.08224 -0.2 -0.2 0.4 -0.210
C 0.30685 1.88712 1.43382 0.2 0.1 0.1 -0.416
C 0.00662 3.26500 0.85101 -0.2 -0.2 -0.1 -0.397
C 0.24472 3.23295 -0.65600 0.2 0.1 0.2 -0.412
C 1.68392 2.81040 -0.94154 -0.2 0.1 -0.4 -0.222
H -1.20548 -3.09938 -0.66510 0.0 -0.1 0.1 0.239
H -1.04160 -2.53711 1.01099 0.0 -0.1 -0.1 0.232
H -2.95972 -2.20056 -2.10409 0.0 -0.1 -0.1 0.202
H -5.07704 -0.96448 -2.29316 0.0 0.0 -0.1 0.213
H -5.85677 0.44791 -0.42606 -0.1 0.0 0.0 0.213
H -4.50421 0.61570 1.63152 0.0 0.0 0.1 0.211
H -2.39171 -0.62752 1.82234 0.1 0.0 0.1 0.206
H 0.79889 -3.74884 0.48311 -0.1 0.0 0.0 0.215
H 3.10911 -4.40568 0.91873 0.0 -0.1 0.0 0.218
H 4.95516 -2.82426 0.48748 0.1 0.0 0.0 0.218
H 4.46341 -0.58119 -0.41990 0.1 0.1 0.0 0.224
H 1.95154 0.46791 1.45138 0.0 0.2 0.0 0.217
H 2.44289 2.17139 1.55537 0.0 -0.1 0.0 0.188
H 0.18572 1.88857 2.51877 0.0 0.0 0.0 0.205
H -0.38920 1.16584 1.00472 0.0 0.0 0.1 0.216
H -1.02730 3.54168 1.06386 0.0 0.1 0.1 0.210
H 0.65893 4.01149 1.31275 0.0 0.1 0.0 0.189
H 0.05515 4.21186 -1.09812 0.0 0.0 -0.1 0.208
H -0.42738 2.50499 -1.11271 0.0 0.0 -0.1 0.222
H 1.85797 2.71356 -2.01419 0.1 0.1 0.2 0.248
H 2.38549 3.54303 -0.52398 0.0 0.0 0.0 0.182
```
Forces are in eV/Å.

Computed properties:
* total charge: 0
* electronic energy: -979.98525 hartree
* SMILES string: O=C(Cc1ccccc1)c1ccccc1C(=O)N1CCCCC1
* 2S+1: 1



An isolated molecule of C20H22BNO5 at a distorted geometry, computed with ωB97M-V/def2-TZVPD.

Structure (XYZ):
```
49
Properties=species:S:1:pos:R:3:forces:R:3:nbo_charge:R:1
C 4.10450 -2.23114 1.69718 -0.4 0.5 0.2 -0.237
O 4.25274 -0.98507 2.35168 -0.9 1.7 0.1 -0.526
C 3.17809 -0.05520 2.15730 0.6 -1.6 -0.8 0.268
C 2.60975 0.49248 3.27649 0.2 0.3 1.3 -0.250
C 1.51760 1.35674 3.22704 0.8 0.0 -0.1 -0.181
C 0.99208 1.69885 1.99480 -0.7 -0.5 0.7 -0.038
C -0.26622 2.51472 1.91637 0.1 1.3 -0.5 -0.509
C -1.54631 1.79090 1.54357 2.0 0.5 -1.0 0.709
O -2.11967 1.10748 2.36887 -1.0 -0.1 0.3 -0.660
N -1.90540 1.95203 0.23942 1.5 0.7 0.0 -0.604
C -2.94707 1.19190 -0.36851 -1.4 -0.6 -0.6 -0.400
C -2.78055 -0.32034 -0.07294 -0.3 0.8 0.4 -0.455
C -1.44396 -0.75873 -0.45916 1.0 -1.3 1.0 -0.043
C -0.41722 -1.14090 0.37506 -2.0 0.9 -0.6 0.108
O 0.66982 -1.53818 -0.31680 0.6 -0.4 -0.6 -0.427
C 0.33270 -1.44184 -1.63795 -0.9 0.1 -1.7 0.247
C 1.09158 -1.74737 -2.79704 0.4 1.0 2.0 0.038
C 2.54122 -2.07053 -2.62925 0.0 -1.3 0.0 -0.653
C 0.49309 -1.53780 -4.01133 -0.5 -0.3 -0.6 -0.250
C -0.85976 -1.17651 -4.17061 0.3 0.2 0.8 -0.206
C -1.59765 -0.82876 -3.05811 0.5 -1.0 0.9 -0.211
C -0.98480 -0.97932 -1.78043 0.6 0.1 -0.9 -0.130
B -4.32379 1.79323 0.09888 -0.2 0.0 -0.3 1.096
O -4.59745 1.92598 1.43166 0.0 0.1 -0.6 -0.907
O -5.22008 2.25766 -0.86012 0.1 -0.1 2.0 -0.867
C 1.55008 1.13707 0.87145 0.5 -0.7 -0.4 -0.213
C 2.61878 0.24162 0.90925 0.4 0.4 0.8 -0.196
H 4.13210 -2.08201 0.63260 0.2 -0.2 -0.7 0.163
H 3.13785 -2.63588 1.96083 -0.3 -0.5 0.0 0.175
H 4.90298 -2.89333 2.02205 0.0 0.1 0.0 0.197
H 3.08147 0.24151 4.22147 -0.2 0.0 0.0 0.228
H 1.12089 1.81274 4.12647 0.0 -0.2 0.0 0.217
H -0.10445 3.33027 1.20254 0.0 -0.1 -0.1 0.213
H -0.46569 3.03187 2.84845 0.0 -0.2 0.4 0.240
H -1.22289 2.34719 -0.43128 -0.6 -0.2 1.2 0.415
H -2.93346 1.42569 -1.43668 0.3 -0.4 0.0 0.228
H -2.84758 -0.46363 1.00482 -0.5 -0.1 -0.1 0.248
H -3.56895 -0.88168 -0.56763 -0.1 -0.1 -0.1 0.226
H -0.41914 -1.09048 1.45701 0.5 -0.2 -0.2 0.222
H 2.73639 -3.01987 -3.14646 0.2 0.1 0.1 0.223
H 2.81230 -2.22541 -1.56795 -0.1 0.3 -0.6 0.220
H 3.16614 -1.32649 -3.09783 0.3 0.3 0.0 0.224
H 1.05459 -1.70627 -4.92028 0.2 -0.1 0.0 0.210
H -1.28728 -1.20528 -5.15703 -0.1 0.2 -0.2 0.216
H -2.66030 -0.66359 -3.07720 -0.2 0.4 -0.3 0.214
H -3.80066 1.62595 1.90699 -0.3 -0.2 0.5 0.514
H -5.87031 2.61237 -0.22227 -0.5 0.2 -1.0 0.489
H 1.06834 1.30640 -0.06573 -0.1 0.2 -0.7 0.203
H 3.02556 -0.18903 0.01032 -0.1 0.0 -0.2 0.214
```
Forces are in eV/Å.

Computed properties:
* total charge: 0
* electronic energy: -1231.23593 hartree
* SMILES string: COc1ccc(CC(=O)N[C@@H](Cc2coc3c(C)cccc23)B(O)O)cc1
* 2S+1: 1



A structure of composition C20H22Br2IrNOP2, computed with ωB97M-V/def2-TZVPD.

Structure (XYZ):
```
49
Properties=species:S:1:pos:R:3:forces:R:3:nbo_charge:R:1
Ir -0.83170 0.53495 -0.13585 -0.1 0.1 0.3 0.890
C -2.01928 3.58406 -0.39380 0.0 0.0 0.1 -0.666
C -0.53227 3.66990 -0.26560 0.0 0.0 0.0 0.288
C 0.11572 4.90843 -0.16138 0.1 0.0 0.0 -0.228
C 1.47731 4.96952 -0.01841 0.0 0.0 0.0 -0.060
C 2.22395 3.77865 0.00521 -0.2 -0.1 -0.1 -0.155
C 3.65229 3.70681 0.11632 0.3 0.2 0.1 0.017
Br 4.65750 5.26523 0.32339 -0.2 -0.3 0.0 0.240
C 4.32152 2.49155 0.07225 0.1 0.0 0.0 -0.258
C 3.62457 1.31041 -0.06525 0.0 -0.4 0.0 -0.090
Br 4.50330 -0.33419 -0.16741 -0.1 0.3 0.0 0.211
C 2.19052 1.29342 -0.12544 0.1 0.0 0.0 0.387
O 1.52008 0.23928 -0.19539 0.1 0.1 0.0 -0.605
C 1.51104 2.58042 -0.10798 0.1 0.2 0.0 0.204
N 0.16592 2.53483 -0.22786 -0.1 -0.3 0.0 -0.538
H -2.43835 4.50764 -0.78610 0.0 0.0 0.0 0.264
H -2.45339 3.41630 0.59633 0.0 0.0 0.0 0.249
H -2.30842 2.76097 -1.05056 0.0 0.0 0.0 0.228
H -0.47410 5.81337 -0.20329 0.0 0.0 0.0 0.257
H 1.97539 5.92605 0.06708 0.0 0.0 0.0 0.260
H 5.39996 2.47104 0.14977 0.0 0.0 0.0 0.275
C -4.48930 0.34201 -0.24933 0.3 0.1 -0.1 -0.943
P -2.98158 -0.35966 0.49031 -0.1 -0.5 0.1 0.933
C -3.30328 -0.29779 2.28278 0.2 0.2 -0.1 -0.940
C -3.00657 -2.14551 0.13210 0.0 0.2 0.0 -0.364
C -4.20880 -2.84700 0.19568 0.0 0.1 0.0 -0.134
C -4.22522 -4.22289 0.04085 -0.1 0.0 0.0 -0.179
C -3.03737 -4.91487 -0.15096 0.0 0.0 0.0 -0.160
C -1.83891 -4.22372 -0.22080 0.0 0.0 0.0 -0.177
C -1.81458 -2.83584 -0.09972 0.1 0.1 -0.1 -0.360
P -0.25104 -1.93717 -0.35875 -0.3 -0.2 -0.2 0.975
C 0.98056 -2.79910 0.66750 0.0 0.2 0.0 -0.945
C 0.21320 -2.35490 -2.06930 0.0 0.1 0.1 -0.942
H -5.37547 -0.01726 0.27176 0.0 0.0 0.0 0.263
H -4.55247 0.06938 -1.30236 0.0 0.0 0.0 0.268
H -4.45944 1.42869 -0.16734 0.0 0.0 0.0 0.257
H -4.19819 -0.87860 2.50540 0.0 0.0 0.0 0.262
H -3.45723 0.73288 2.60469 0.0 0.0 0.0 0.257
H -2.45999 -0.72090 2.82779 0.0 0.0 0.0 0.259
H -5.13789 -2.31868 0.37125 0.0 -0.1 0.0 0.217
H -5.16555 -4.75615 0.08046 0.0 0.0 0.0 0.246
H -3.04491 -5.99110 -0.25813 0.0 0.0 0.0 0.246
H -0.91600 -4.77179 -0.36864 0.0 0.0 -0.1 0.226
H 1.26447 -3.72998 0.17613 0.0 0.0 0.0 0.256
H 0.55987 -3.01380 1.64833 0.0 0.0 0.0 0.262
H 1.86845 -2.17879 0.77982 0.0 0.0 0.0 0.271
H 0.13249 -3.43319 -2.20660 0.0 0.0 0.0 0.256
H 1.23976 -2.03758 -2.25330 0.0 0.0 0.0 0.263
H -0.45098 -1.85412 -2.77274 0.0 0.0 0.0 0.255
```
Forces are in eV/Å.

Computed properties:
* ⟨S²⟩: 6.037
* total charge: +2
* electronic energy: -6839.81565 hartree
* 2S+1: 5